A 14-piece molecular cluster, C32H46Cl39FNO overall at a distorted geometry. Source: the Open Molecules 2025 dataset; level of theory: ωB97M-V with the def2-TZVPD basis set.

Bonds (Å) are listed after each position.
Geometry (Å):
1 C 7.044 -0.282 -0.557  C2 1.598, H23 1.122, H24 1.131, H25 1.133
2 C 6.382 0.024 -1.979  C1 1.598, C3 1.576, H26 1.121, H27 1.121
3 C 4.880 0.419 -1.706  C2 1.576, C4 1.587, H28 1.133, H29 1.134
4 C 4.090 0.907 -2.992  C3 1.587, C5 1.609, H30 1.120, H31 1.134
5 C 2.516 0.577 -2.929  C4 1.609, C6 1.582, H32 1.131, H33 1.128
6 C 1.821 1.830 -2.258  C5 1.582, C7 1.580, H34 1.132, H35 1.125
7 C 0.547 1.501 -1.383  C6 1.580, N8 1.480, H36 1.132, H37 1.117
8 N 0.742 0.424 -0.386  C7 1.480, C9 1.390, C17 1.397
9 C 1.973 0.335 0.253  N8 1.390, C10 1.459, H38 1.121
10 C 2.282 -0.678 1.256  C9 1.459, C11 1.472, H39 1.114
11 C 1.247 -1.656 1.632  C10 1.472, C12 1.493, H40 1.130
12 C -0.081 -1.529 0.963  C11 1.493, C13 1.559, C17 1.490
13 C -1.169 -2.573 1.358  C12 1.559, F14 1.417, C15 1.594, H41 1.126
14 F -2.427 -2.014 1.691  C13 1.417
15 C -1.378 -3.680 0.230  C13 1.594, C16 1.586, H42 1.120, H43 1.132
16 C -0.387 -4.898 0.452  C15 1.586, H44 1.118, H45 1.124, H46 1.127
17 C -0.288 -0.458 -0.052  N8 1.397, C12 1.490, C18 1.569
18 C -1.717 -0.394 -0.696  C17 1.569, C19 1.583, H47 1.142, H48 1.131
19 C -2.731 0.541 0.082  C18 1.583, C20 1.567, H49 1.133, H50 1.119
20 C -2.179 1.961 0.451  C19 1.567, O21 1.440, H51 1.138, H52 1.123
21 O -1.365 1.897 1.637  C20 1.440, C22 1.435
22 C -0.769 3.167 1.941  O21 1.435, H53 1.130, H54 1.133, H55 1.125
23 H 8.147 -0.467 -0.647  C1 1.122
24 H 6.843 0.583 0.144  C1 1.131
25 H 6.572 -1.191 -0.073  C1 1.133
26 H 6.388 -0.899 -2.615  C2 1.121
27 H 7.005 0.836 -2.435  C2 1.121
28 H 4.341 -0.502 -1.327  C3 1.133
29 H 4.879 1.235 -0.919  C3 1.134
30 H 4.563 0.586 -3.956  C4 1.120
31 H 4.147 2.040 -2.983  C4 1.134
32 H 2.214 0.446 -4.010  C5 1.131
33 H 2.364 -0.377 -2.347  C5 1.128
34 H 1.455 2.485 -3.105  C6 1.132
35 H 2.521 2.479 -1.663  C6 1.125
36 H 0.307 2.439 -0.796  C7 1.132
37 H -0.315 1.346 -2.076  C7 1.117
38 H 2.803 1.053 0.022  C9 1.121
39 H 3.299 -0.689 1.711  C10 1.114
40 H 1.436 -2.458 2.405  C11 1.130
41 H -0.805 -3.109 2.278  C13 1.126
42 H -2.462 -3.957 0.189  C15 1.120
43 H -1.150 -3.164 -0.752  C15 1.132
44 H -1.002 -5.793 0.718  C16 1.118
45 H 0.337 -4.652 1.277  C16 1.124
46 H 0.194 -5.029 -0.505  C16 1.127
47 H -2.188 -1.435 -0.697  C18 1.142
48 H -1.692 -0.095 -1.786  C18 1.131
49 H -3.603 0.718 -0.620  C19 1.133
50 H -3.165 0.088 1.008  C19 1.119
51 H -3.084 2.590 0.732  C20 1.138
52 H -1.691 2.491 -0.410  C20 1.123
53 H -1.272 3.580 2.865  C22 1.130
54 H 0.315 3.022 2.235  C22 1.133
55 H -0.777 3.890 1.079  C22 1.125
56 C -2.105 3.905 6.011  Cl57 1.767, Cl58 1.769, Cl59 1.766, H60 1.086
57 Cl -3.237 5.150 5.470  C56 1.767
58 Cl -0.437 4.404 5.701  C56 1.769
59 Cl -2.340 3.553 7.726  C56 1.766
60 H -2.301 2.998 5.447  C56 1.086
61 C 1.370 -5.186 4.338  Cl62 1.763, Cl63 1.767, Cl64 1.775, H65 1.086
62 Cl 2.001 -4.365 5.765  C61 1.763
63 Cl -0.353 -4.845 4.139  C61 1.767
64 Cl 2.279 -4.706 2.892  C61 1.775
65 H 1.491 -6.257 4.476  C61 1.086
66 C 1.604 2.290 -6.507  Cl67 1.769, Cl68 1.769, Cl69 1.766, H70 1.086
67 Cl 0.092 2.459 -5.604  C66 1.769
68 Cl 2.873 3.290 -5.786  C66 1.769
69 Cl 2.107 0.598 -6.566  C66 1.766
70 H 1.435 2.632 -7.523  C66 1.086
71 C 1.163 -7.330 8.624  Cl72 1.765, Cl73 1.769, Cl74 1.768, H75 1.086
72 Cl 2.496 -8.372 9.129  C71 1.765
73 Cl 0.908 -7.448 6.878  C71 1.769
74 Cl -0.318 -7.747 9.496  C71 1.768
75 H 1.422 -6.303 8.864  C71 1.086
76 C 2.545 6.837 -6.643  Cl77 1.767, Cl78 1.767, Cl79 1.768, H80 1.085
77 Cl 0.865 7.382 -6.682  C76 1.767
78 Cl 3.262 6.920 -8.255  C76 1.767
79 Cl 3.485 7.799 -5.494  C76 1.768
80 H 2.561 5.803 -6.314  C76 1.085
81 C 5.808 -3.472 3.669  Cl82 1.775, Cl83 1.766, Cl84 1.764, H85 1.086
82 Cl 4.640 -2.266 3.092  C81 1.775
83 Cl 7.459 -2.941 3.335  C81 1.766
84 Cl 5.594 -3.785 5.391  C81 1.764
85 H 5.632 -4.399 3.132  C81 1.086
86 C -7.005 1.347 -1.134  Cl87 1.769, Cl88 1.784, Cl89 1.765, H90 1.085
87 Cl -6.152 2.046 0.250  C86 1.769
88 Cl -6.298 1.940 -2.660  C86 1.784
89 Cl -6.990 -0.415 -1.033  C86 1.765
90 H -8.039 1.672 -1.096  C86 1.085
91 C -8.261 3.825 -6.090  Cl92 1.768, Cl93 1.769, Cl94 1.766, H95 1.086
92 Cl -9.047 3.233 -4.622  C91 1.768
93 Cl -6.579 4.261 -5.763  C91 1.769
94 Cl -8.350 2.614 -7.373  C91 1.766
95 H -8.786 4.715 -6.424  C91 1.086
96 C 6.354 10.114 -6.418  Cl97 1.769, Cl98 1.767, Cl99 1.767, H100 1.087
97 Cl 7.189 9.963 -4.866  C96 1.769
98 Cl 6.211 11.813 -6.884  C96 1.767
99 Cl 7.199 9.195 -7.670  C96 1.767
100 H 5.353 9.704 -6.311  C96 1.087
101 C -4.404 -2.096 -3.767  Cl102 1.769, Cl103 1.771, Cl104 1.766, H105 1.086
102 Cl -4.942 -0.466 -3.338  C101 1.769
103 Cl -3.131 -2.636 -2.661  C101 1.771
104 Cl -5.762 -3.224 -3.751  C101 1.766
105 H -3.994 -2.068 -4.773  C101 1.086
106 C -2.391 -9.869 6.957  Cl107 1.768, Cl108 1.766, Cl109 1.767, H110 1.086
107 Cl -3.493 -8.646 6.311  C106 1.768
108 Cl -3.195 -11.438 7.061  C106 1.766
109 Cl -0.934 -9.979 5.963  C106 1.767
110 H -2.098 -9.568 7.959  C106 1.086
111 C -11.342 0.640 -1.571  Cl112 1.770, Cl113 1.768, Cl114 1.765, H115 1.086
112 Cl -10.218 1.636 -2.507  C111 1.770
113 Cl -10.875 0.616 0.134  C111 1.768
114 Cl -12.996 1.229 -1.756  C111 1.765
115 H -11.296 -0.376 -1.952  C111 1.086
116 C 3.290 0.131 6.353  Cl117 1.764, Cl118 1.772, Cl119 1.767, H120 1.086
117 Cl 4.619 -0.891 6.901  C116 1.764
118 Cl 3.069 -0.011 4.601  C116 1.772
119 Cl 1.796 -0.282 7.201  C116 1.767
120 H 3.538 1.163 6.581  C116 1.086

The value obtained for the highest occupied orbital energy is -12.08 eV. Its total energy is -19423.8559 Eh. As for the net charge: +1. As for the HOMO-LUMO gap: 8.63 eV. As for the max |F|: 2.95 eV/Å.

Mulliken population analysis, charges in e, atoms 1 to 4:
1 C -1.068
2 C -0.469
3 C -0.073
4 C -1.019